Formula: C4H4O
Source: the Open Molecules 2025 dataset
Level of theory: wB97M-V/def2-TZVPD

```
9
Properties=species:S:1:pos:R:3:forces:R:3:lowdin_charge:R:1
C -0.737103 -1.095217 0.088257 0.081 2.242 -0.044 -0.070
C 0.338084 1.175509 -0.221175 1.781 -0.037 0.808 0.093
C -0.546663 0.418751 0.376134 0.131 -1.974 -0.444 -0.367
C -1.764954 -0.304867 -0.675967 -1.493 -0.354 -0.072 0.066
O -1.915385 0.729215 0.237551 0.386 -1.411 -0.016 -0.012
H -0.051971 -1.692405 -0.444363 1.109 0.153 -1.477 0.090
H -0.835151 -1.710391 0.920431 -1.664 -0.475 2.001 0.088
H 0.193541 2.177255 -0.255039 -1.206 3.070 -0.632 0.043
H 1.384588 1.032839 -0.259631 0.876 -1.214 -0.123 0.069
```
Positions in Å, forces in eV/Å.

Summary:
* gap between HOMO and LUMO: 9.101 eV
* energy: -6254.2516 eV
* E_LUMO: 0.14 eV
* ΔE to the lowest compared entry with this formula, charge and spin: 118.2 kcal/mol
* highest occupied orbital energy: -8.9653 eV